# 1
Molecular formula: C16H26ClF9O4S2
Method: DFT, wB97M-V/def2-TZVPD

Positions of all 58 atoms, in Å:
1 Cl -2.4629 -0.1503 -2.7626
2 S 5.9506 0.7927 -2.3528
3 S -1.6401 -4.9126 2.1525
4 F 1.9230 1.6406 -1.5564
5 F 4.7118 2.7975 -0.9074
6 F 3.8975 2.3903 -3.1103
7 F 7.4629 0.1003 -2.7791
8 F 6.7314 1.5303 -0.9881
9 F 5.2900 0.0820 -3.7634
10 F 6.4430 2.2010 -3.2664
11 F 2.8631 -0.4440 -2.2033
12 F 5.6693 -0.5721 -1.3659
13 O -0.5400 -3.9986 2.6050
14 O -4.2170 0.1541 -0.8503
15 O -5.0923 -2.2466 -1.1242
16 O -3.2927 -1.4577 0.5256
17 C -1.5636 4.0355 0.6370
18 C -2.7269 0.2948 -0.9434
19 C -1.2395 -6.5768 2.7379
20 C -0.3556 4.4230 -0.4330
21 C -3.2081 2.8161 -1.5496
22 C -2.0776 -0.9932 -0.2067
23 C 3.1437 0.7694 -1.3502
24 C -1.8014 2.3784 0.6294
25 C -4.3257 -1.3127 -0.5534
26 C 1.6827 0.1460 0.9214
27 C -2.0768 1.7854 -0.8736
28 C 0.6454 -0.7636 0.0406
29 C -0.8242 -0.8873 0.8303
30 C 4.3944 1.6796 -1.8725
31 C -3.0474 -4.6587 3.2599
32 C 3.1491 0.4051 0.2476
33 H -1.6496 -1.6710 -1.0656
34 H -3.8257 -5.3924 3.0361
35 H -1.1067 1.8769 -1.5497
36 H -2.6248 2.0526 1.4294
37 H 3.8287 -0.5453 0.4885
38 H -0.3536 -6.9292 2.2037
39 H -0.0625 5.5701 -0.3277
40 H -1.0985 4.2467 1.7170
41 H -0.9433 -0.1035 1.6960
42 H -0.7535 1.9420 0.9859
43 H -0.6424 4.2560 -1.5548
44 H -2.5534 4.6383 0.4714
45 H -2.7275 -4.7561 4.3004
46 H 1.2681 1.1885 1.2645
47 H -4.0222 2.9688 -0.7034
48 H -3.7649 2.3520 -2.4658
49 H -2.0761 -7.2480 2.5309
50 H 0.6233 3.7649 -0.2496
51 H -2.7561 3.8430 -1.8777
52 H 1.0946 -1.8462 -0.1659
53 H 3.6518 1.2913 0.8695
54 H -0.7603 -1.9471 1.3794
55 H -3.4419 -3.6529 3.0956
56 H 1.8817 -0.4635 1.9289
57 H 0.3795 -0.3272 -1.0220
58 H -1.0309 -6.5561 3.8103

- E_HOMO (eV) = -9.28
- LUMO energy (eV) = -2.459
- frontier orbital gap (eV) = 6.824

Atomic partial charges in e from the Mulliken method, atoms 1 to 8: -0.19, 1.12, 0.60, -0.32, -0.25, -0.26, -0.28, -0.31

=====

# 2
Molecular formula: C7H19NO5
Method: DFT, wB97M-V/def2-TZVPD

Positions of all 32 atoms, in Å:
1 O -0.0294 2.3721 2.8426
2 O -2.6121 1.6460 1.1408
3 O -1.0486 -2.0977 1.3318
4 O 0.5634 -0.2721 2.5400
5 O 1.1937 -0.0845 -3.5585
6 N -1.5421 -0.1838 -1.8721
7 C 0.2759 0.2124 -0.6662
8 C -0.9280 -1.4310 -1.7472
9 C 1.2975 -2.1791 -0.7216
10 C 1.3631 0.8355 0.0805
11 C 0.2059 -1.2091 -0.9749
12 C -0.8438 0.7841 -1.2310
13 C 1.5211 2.1538 0.0734
14 H 0.1987 2.9296 2.0901
15 H -2.0682 2.1513 1.7684
16 H 0.6789 -0.5633 3.4643
17 H -0.8006 -2.9182 0.8873
18 H 1.0427 -3.2162 -0.9332
19 H -1.5321 -1.7075 0.5817
20 H 2.2719 -1.9584 -1.2001
21 H 1.7659 -2.0669 0.2680
22 H -1.4347 -2.3140 -2.0967
23 H 1.5284 0.1467 -2.6901
24 H 0.3494 1.4810 2.6633
25 H 0.9157 2.9345 -0.3663
26 H 0.3216 -0.3864 -3.2775
27 H 2.1322 0.2183 0.5414
28 H -0.1972 -0.7291 2.1266
29 H -3.1751 1.1123 1.7159
30 H 2.3264 2.6297 0.6517
31 H -2.4130 -0.0275 -2.3449
32 H -1.3276 1.7376 -1.0878

- relative energy (zero: lowest compared OMol25 entry of this formula, charge and spin) (kJ/mol) = 116.4
- E_HOMO (eV) = -8.35
- LUMO energy (eV) = 0.346
- SMILES = C=Cc1c[nH]cc1C.O.O.O.O.O
- frontier orbital gap (eV) = 8.696

Atomic partial charges in e from the Mulliken method, atoms 1 to 8: -0.74, -0.59, -0.73, -0.60, -0.68, 0.09, 1.18, -1.42

=====

# 3
Molecular formula: CH3FN2O2
Method: DFT, wB97M-V/def2-TZVPD

Positions of all 9 atoms, in Å:
1 F 0.8256 -2.2832 -0.1529
2 O 1.0305 1.8217 -0.4376
3 O 2.1065 0.1633 0.5348
4 N 0.1621 -0.0222 -0.5562
5 N 1.2240 0.6627 -0.0349
6 C -1.0700 -0.0575 0.0747
7 H -1.1812 0.7245 0.7343
8 H -1.1589 -1.0324 0.6089
9 H -1.9385 0.0230 -0.7711

- relative energy (zero: lowest compared OMol25 entry of this formula, charge and spin) (kJ/mol) = 555.6
- E_HOMO (spin up / spin down) (eV) = -10.76 / -11.64
- LUMO energy (spin up / spin down) (eV) = -3.473 / -1.984
- frontier orbital gap (spin up / spin down) (eV) = 7.287 / 9.656

Atomic partial charges in e from the Mulliken method, atoms 1 to 8: -0.19, -0.49, -0.49, -0.28, 1.10, -0.55, 0.37, 0.28

=====

# 4
Molecular formula: C10H19NO4S
Method: DFT, wB97M-V/def2-TZVPD

Positions of all 35 atoms, in Å:
1 S 0.3125 -1.6371 -0.0949
2 O 0.6233 -2.9703 0.2718
3 O -0.1501 1.2229 -1.1465
4 O -0.5042 -1.0021 1.1035
5 O -0.3655 -1.4221 -1.3350
6 N 1.7107 -0.7619 -0.1069
7 C -2.8461 0.2859 -0.3245
8 C -4.9527 1.6993 -0.0923
9 C 0.2386 1.1735 0.1887
10 C 4.0735 0.9625 -0.2846
11 C 1.6698 0.6164 0.3653
12 C -2.2025 0.7535 0.9810
13 C -4.3734 0.2977 -0.2500
14 C 5.0323 1.6039 0.3567
15 C -0.7142 0.4162 1.1409
16 C 2.6748 1.4705 -0.4278
17 H -4.5931 2.3486 -0.8871
18 H -0.2599 0.3119 -1.4834
19 H 0.2460 2.2213 0.5189
20 H 2.3712 1.4441 -1.4757
21 H 6.0291 1.2062 0.4403
22 H -2.5100 -0.7294 -0.5403
23 H 2.4602 -1.3016 0.2916
24 H 4.2665 0.0038 -0.7455
25 H -2.7229 0.2793 1.8167
26 H 1.9215 0.6612 1.4365
27 H 4.8628 2.5636 0.8175
28 H -4.6707 2.1345 0.8629
29 H 2.6102 2.4985 -0.0681
30 H -6.0388 1.6670 -0.1413
31 H -0.4203 0.6998 2.1635
32 H -2.5238 0.9289 -1.1434
33 H -4.7631 -0.1436 -1.1693
34 H -4.7043 -0.3283 0.5821
35 H -2.2988 1.8354 1.0848

- relative energy (zero: lowest compared OMol25 entry of this formula, charge and spin) (kJ/mol) = 151.9
- E_HOMO (eV) = -9.87
- LUMO energy (eV) = 0.562
- SMILES = C=CC[C@@H]1NS(=O)(=O)O[C@H](CCCC)[C@@H]1O
- frontier orbital gap (eV) = 10.432

Atomic partial charges in e from the Mulliken method, atoms 1 to 8: 1.17, -0.73, -0.67, -0.39, -0.63, -0.32, -0.16, -1.21

=====

Copy entry 4 word for word.
Molecular formula: C10H19NO4S
Method: DFT, wB97M-V/def2-TZVPD

Positions of all 35 atoms, in Å:
1 S 0.3125 -1.6371 -0.0949
2 O 0.6233 -2.9703 0.2718
3 O -0.1501 1.2229 -1.1465
4 O -0.5042 -1.0021 1.1035
5 O -0.3655 -1.4221 -1.3350
6 N 1.7107 -0.7619 -0.1069
7 C -2.8461 0.2859 -0.3245
8 C -4.9527 1.6993 -0.0923
9 C 0.2386 1.1735 0.1887
10 C 4.0735 0.9625 -0.2846
11 C 1.6698 0.6164 0.3653
12 C -2.2025 0.7535 0.9810
13 C -4.3734 0.2977 -0.2500
14 C 5.0323 1.6039 0.3567
15 C -0.7142 0.4162 1.1409
16 C 2.6748 1.4705 -0.4278
17 H -4.5931 2.3486 -0.8871
18 H -0.2599 0.3119 -1.4834
19 H 0.2460 2.2213 0.5189
20 H 2.3712 1.4441 -1.4757
21 H 6.0291 1.2062 0.4403
22 H -2.5100 -0.7294 -0.5403
23 H 2.4602 -1.3016 0.2916
24 H 4.2665 0.0038 -0.7455
25 H -2.7229 0.2793 1.8167
26 H 1.9215 0.6612 1.4365
27 H 4.8628 2.5636 0.8175
28 H -4.6707 2.1345 0.8629
29 H 2.6102 2.4985 -0.0681
30 H -6.0388 1.6670 -0.1413
31 H -0.4203 0.6998 2.1635
32 H -2.5238 0.9289 -1.1434
33 H -4.7631 -0.1436 -1.1693
34 H -4.7043 -0.3283 0.5821
35 H -2.2988 1.8354 1.0848

- relative energy (zero: lowest compared OMol25 entry of this formula, charge and spin) (kJ/mol) = 151.9
- E_HOMO (eV) = -9.87
- LUMO energy (eV) = 0.562
- SMILES = C=CC[C@@H]1NS(=O)(=O)O[C@H](CCCC)[C@@H]1O
- frontier orbital gap (eV) = 10.432

Atomic partial charges in e from the Mulliken method, atoms 1 to 8: 1.17, -0.73, -0.67, -0.39, -0.63, -0.32, -0.16, -1.21